1.
80
Properties=species:S:1:pos:R:3:forces:R:3 method="wB97M-V/def2-TZVPD" charge=-1 energy_ha=-22175.86575
As 26.1056 30.9009 12.4624 2.1 0.9 -0.2
F 24.5930 30.3024 11.9027 0.7 -0.9 0.5
F 25.8190 32.4359 11.5911 2.3 -2.1 -0.2
F 27.6763 31.5768 12.9320 -0.6 -0.5 -0.1
F 26.4665 29.4338 13.3383 -0.2 0.4 -0.5
F 26.8448 30.3725 10.9763 -0.1 -0.5 0.5
F 25.4350 31.6103 13.9108 -0.2 -0.4 -0.6
O 27.4351 29.6364 18.3164 -0.7 0.4 0.3
S 26.0206 29.8761 18.2289 0.2 -0.4 -0.6
O 25.0906 28.7960 18.4578 0.4 0.6 0.1
O 25.6780 31.0913 19.2369 0.5 -0.5 -0.4
C 24.3467 31.1668 19.7597 -1.2 -0.3 -0.2
C 24.0660 32.5760 20.1772 0.3 0.8 0.7
C 25.7059 30.6136 16.6216 -0.1 -0.3 0.5
H 24.2440 30.4647 20.5867 0.0 0.0 -0.1
H 23.6243 30.9069 18.9799 0.1 -0.3 0.1
H 24.0696 33.2505 19.3203 0.4 0.1 0.1
H 24.7788 32.8643 20.9565 0.2 0.3 -0.4
H 23.1077 32.7651 20.6655 -0.2 -0.7 -0.2
H 24.6734 30.4348 16.3320 -0.1 0.2 0.2
H 26.3319 30.1198 15.8819 0.2 0.0 0.2
H 25.9568 31.6661 16.7179 0.0 0.0 -0.3
O 26.8946 29.0437 6.2203 -1.0 -0.1 0.5
S 25.4955 29.2523 6.5420 0.2 0.3 0.3
O 24.8245 30.3867 5.9775 0.0 -0.7 0.3
O 24.6689 27.9440 6.1223 -0.2 0.6 -0.1
C 25.3249 26.6541 6.1052 0.1 0.5 0.4
C 24.2497 25.6004 6.2052 0.1 -0.1 -0.1
C 25.2823 29.2088 8.3698 -0.3 0.6 -1.9
H 25.9905 26.6418 6.9725 0.2 -0.3 -0.2
H 25.8978 26.6008 5.1791 0.1 -0.1 0.1
H 24.6840 24.6209 5.9991 0.0 0.0 -0.1
H 23.4624 25.8075 5.4806 0.0 -0.1 0.0
H 23.8043 25.5618 7.1965 0.0 0.1 0.0
H 25.5158 30.2200 8.6959 1.0 -0.3 0.3
H 25.9234 28.3622 8.5842 0.1 0.3 1.0
H 24.2359 29.1155 8.6554 0.0 -0.6 -0.4
C 28.4411 34.0752 14.3444 -0.2 0.3 0.0
Br 26.8166 35.1405 14.3067 0.2 0.0 0.1
Br 28.6892 33.2356 16.0743 0.1 0.2 -0.4
Br 29.9749 35.1413 13.7670 -0.5 -0.4 0.2
H 28.2528 33.2938 13.6173 0.3 0.0 0.1
C 30.1284 29.2824 12.4685 0.5 -0.1 -0.3
Br 31.3871 27.8354 11.9729 -0.5 0.6 0.3
Br 30.4815 30.8655 11.3823 -0.1 -0.6 0.3
Br 30.1716 29.6876 14.3393 0.1 -0.1 -0.1
H 29.1451 28.8865 12.2549 0.0 0.2 -0.2
C 22.9993 32.0674 11.8706 -0.9 0.3 -0.1
C 23.7373 33.3185 12.2960 0.2 1.1 1.0
O 23.0069 34.4613 11.8443 -1.6 0.1 -0.9
S 21.5825 34.0407 11.2064 0.9 0.6 0.0
O 21.6467 34.0635 9.7817 0.1 0.0 0.3
O 20.5595 34.8025 11.8506 0.3 -0.8 0.0
O 21.6420 32.5315 11.7019 -0.8 0.2 -0.1
H 22.9283 31.3048 12.6416 0.0 0.3 0.0
H 23.4057 31.5963 10.9753 -0.6 0.5 -0.2
H 24.7422 33.3897 11.8866 -1.7 0.7 0.6
H 23.7728 33.4073 13.3848 0.0 -0.2 0.0
C 27.4413 34.9390 10.3802 0.5 -0.3 -0.6
C 28.3246 33.6970 10.0858 -0.5 0.0 0.7
O 28.7963 33.8259 8.7486 0.3 0.8 -1.1
S 28.3737 35.2209 8.0429 -1.6 -0.6 0.4
O 27.2084 35.0327 7.2226 0.8 -0.1 0.8
O 29.4786 35.8853 7.4449 0.1 -0.2 0.8
O 27.9348 35.8997 9.4430 0.5 0.7 -1.2
H 27.6408 35.4143 11.3363 -0.2 -0.4 0.2
H 26.3807 34.7586 10.2122 0.0 0.0 0.0
H 27.7837 32.7558 10.1352 -0.1 0.1 0.2
H 29.1707 33.6791 10.7729 0.1 0.0 -0.2
C 22.9725 27.7052 12.1777 -0.2 -0.4 -0.1
C 21.9016 26.6683 12.5376 0.4 0.9 0.9
O 21.1107 26.5579 11.3647 -0.5 0.1 -0.6
S 21.9471 26.8936 10.0472 0.5 1.8 -0.2
O 21.3897 28.0252 9.3644 0.0 -0.9 0.7
O 22.2518 25.7325 9.3002 0.0 -0.5 0.1
O 23.2794 27.3749 10.8196 0.0 -0.3 -0.4
H 23.8664 27.6917 12.7957 0.1 -0.3 -0.2
H 22.5762 28.7210 12.2215 -0.2 -0.1 -0.1
H 21.3409 27.1224 13.3570 -0.5 -0.4 -0.2
H 22.2195 25.6660 12.8214 0.4 0.2 0.0


2.
59
Properties=species:S:1:pos:R:3:forces:R:3 method="wB97M-V/def2-TZVPD" energy_ha=-2159.80235 smiles="CC(=O)OCCCB1OB(C[C@H](C)Cl)OB(P(=N)(O)O)O1.CC(C)=O.CC(C)=O"
C 6.7049 -1.5194 -0.6641 -0.5 0.1 0.3
C 6.2475 -0.3421 -1.4833 -0.5 2.1 0.9
O 5.8836 0.7040 -0.9540 0.8 -1.9 -1.2
O 6.3051 -0.4313 -2.8448 -0.4 0.3 0.3
C 5.6285 -1.5572 -3.4070 0.0 -0.5 0.6
C 4.1824 -1.7299 -2.9213 0.1 -0.3 -1.1
C 3.2628 -2.0859 -4.1109 -0.3 -0.2 0.5
B 1.7832 -2.1400 -3.5984 0.7 -0.1 -0.4
O 1.1979 -0.9847 -3.1329 -0.4 -0.2 -0.6
B -0.1878 -1.0431 -3.1064 -0.1 0.5 0.6
C -1.0641 0.0932 -3.7206 -0.3 -0.4 0.3
C -1.8826 0.8659 -2.6892 0.5 0.2 0.1
C -1.1050 1.2520 -1.4474 -0.6 0.5 -0.2
Cl -3.3566 -0.0260 -2.1886 -0.1 -0.1 -0.1
O -0.7341 -2.1839 -2.5271 0.0 0.3 -0.4
B -0.0228 -3.3072 -2.7445 0.1 -1.2 -0.1
P -0.6374 -4.8922 -1.7805 -1.2 0.9 1.1
N -1.2661 -4.4465 -0.4335 0.2 -0.4 -0.2
O 0.6240 -5.8417 -1.5574 0.1 -0.1 -0.8
O -1.7220 -5.6772 -2.7070 0.7 -0.2 -0.1
O 1.0603 -3.3331 -3.5945 0.1 0.4 0.5
H 6.2306 -2.4507 -0.9457 0.1 -0.2 -0.3
H 6.4025 -1.3141 0.3524 0.0 0.1 0.3
H 7.7820 -1.6279 -0.6664 0.2 0.0 -0.3
H 6.1896 -2.4557 -3.1551 0.1 -0.2 -0.2
H 5.6326 -1.4535 -4.4806 0.3 0.4 -0.2
H 4.1570 -2.5851 -2.2549 -0.2 0.1 0.6
H 3.7887 -0.8333 -2.4583 0.2 0.2 0.3
H 3.5620 -3.0431 -4.5257 0.1 -0.1 -0.2
H 3.3431 -1.3244 -4.8806 0.1 0.2 -0.2
H -0.4402 0.8009 -4.2547 0.2 0.1 -0.1
H -1.7601 -0.3554 -4.4274 0.0 0.0 -0.3
H -2.2278 1.7792 -3.1535 -0.3 0.1 -0.2
H -0.9910 0.4335 -0.7496 0.2 -0.3 0.0
H -1.6720 2.0182 -0.9306 0.1 -0.1 0.0
H -0.1462 1.6910 -1.7033 0.3 -0.1 -0.1
H -2.2382 -4.7120 -0.3637 -0.1 0.2 0.3
H 0.3619 -6.5020 -0.9052 0.2 -0.1 0.3
H -2.0056 -5.1367 -3.4467 -0.2 0.0 -0.3
C -3.6603 2.6338 2.4320 0.0 0.2 -0.2
C -2.3832 1.9081 2.0981 0.0 0.0 0.0
C -1.9415 0.8365 3.0608 0.2 0.0 -0.1
O -1.7426 2.1716 1.1054 0.0 0.2 0.5
H -3.8677 3.3774 1.6654 0.0 0.0 0.0
H -4.4905 1.9275 2.4771 0.0 0.0 0.2
H -3.5533 3.1310 3.3975 -0.1 -0.1 0.1
H -2.7044 0.0598 3.1301 0.0 0.0 0.1
H -1.7817 1.2703 4.0493 -0.1 0.0 0.1
H -1.0134 0.3918 2.7094 0.0 0.0 0.0
C -2.9938 5.6373 6.7055 0.2 -0.1 -0.1
C -3.7096 4.3190 6.5400 0.0 0.1 0.1
C -5.0901 4.2109 7.1404 0.0 -0.2 -0.1
O -3.2013 3.3931 5.9541 0.0 -0.1 -0.1
H -2.0173 5.5816 6.2309 0.0 0.0 0.0
H -3.5714 6.4373 6.2402 -0.1 0.0 0.1
H -2.8630 5.8612 7.7651 -0.1 0.1 0.0
H -5.7516 4.9538 6.6925 0.0 0.1 0.1
H -5.0434 4.3775 8.2175 0.0 0.1 0.0
H -5.4907 3.2181 6.9515 0.0 0.0 0.0


3.
58
Properties=species:S:1:pos:R:3:forces:R:3 method="wB97M-V/def2-TZVPD" charge=+1 energy_ha=-8146.54069 spin_multiplicity=2
Cu 7.5869 10.0970 10.3360 0.9 1.1 -0.5
O 10.2070 11.2101 7.4690 -1.3 -0.6 0.1
C 9.3569 10.8060 8.4326 -0.3 1.9 -1.3
O 8.1426 10.9419 8.3668 -3.9 0.1 -2.0
O 9.8238 10.3923 9.4490 3.2 -2.8 4.5
H 10.9647 10.8052 7.8976 1.8 0.4 -0.9
Br 10.0997 6.3080 5.3336 0.2 1.0 0.7
C 10.8115 7.7080 6.5994 0.0 -1.4 1.5
C 10.8222 7.1362 8.0113 0.5 -0.6 0.4
Br 12.2369 5.7233 8.3447 -1.2 1.2 -0.5
H 10.0972 8.5306 6.6365 0.0 0.3 -0.9
H 11.8315 7.9689 6.3172 -0.3 0.2 -0.6
H 9.8792 6.7284 8.3753 0.0 -0.3 -0.5
H 11.0077 7.9615 8.6987 0.5 0.1 -0.1
C 7.2226 12.8552 12.0300 -0.4 3.3 0.7
O 8.0660 12.0405 11.3173 0.8 -2.4 -0.5
H 6.4308 12.4549 12.6632 0.2 -0.6 -0.6
H 7.8548 13.4798 12.6611 -0.2 -0.1 0.7
H 6.8960 13.5918 11.2960 -1.2 0.1 0.2
H 8.8110 12.6229 11.1517 0.5 -0.7 -0.5
C 11.7736 8.3684 11.5796 -1.1 1.4 -1.5
O 11.2079 9.6303 11.9888 0.5 -0.6 0.9
H 10.9880 7.8453 11.0343 -0.3 -0.9 0.7
H 12.4376 8.5476 10.7340 0.9 0.0 0.4
H 12.2276 7.8216 12.4061 -0.2 0.2 -0.2
H 10.8665 10.1022 11.2258 0.0 -0.2 -0.4
C 7.1542 8.1230 6.0532 -0.1 0.0 -1.0
O 7.7583 9.3441 5.6419 -0.7 -1.8 -0.2
H 6.1421 8.2138 6.4475 0.1 0.5 0.9
H 6.9353 7.3833 5.2831 0.7 0.6 -0.9
H 7.8321 7.6220 6.7443 0.1 -0.3 0.8
H 7.7065 9.9100 6.4156 0.1 0.9 0.6
C 13.5580 10.3661 8.5165 2.0 -0.3 0.7
O 12.8307 10.4603 7.3246 -0.5 -0.3 -0.1
H 14.6006 10.2234 8.2321 0.3 -0.1 0.2
H 13.5881 11.2794 9.1108 -0.6 0.0 0.1
H 13.3477 9.4838 9.1210 -0.6 0.2 -0.1
H 13.4872 10.8491 6.7420 -0.5 0.4 -0.7
C 5.9188 13.6333 8.1040 -1.2 0.3 -0.3
O 6.7814 13.0090 7.2177 0.7 -0.1 -0.6
H 6.3188 14.5344 8.5689 0.2 0.1 0.1
H 5.0605 13.9152 7.4941 -0.1 0.3 0.2
H 5.5083 12.9634 8.8596 0.2 -0.2 0.3
H 7.4308 12.4938 7.7020 0.1 -0.3 0.1
C 10.3099 15.5756 5.3230 0.9 0.3 -0.1
C 11.4101 16.2145 4.7195 -0.5 0.1 0.2
C 12.6603 15.6847 4.8528 1.9 -0.8 0.9
C 12.8993 14.5199 5.6130 -0.5 0.6 -0.8
C 11.8346 13.8766 6.1656 -1.1 -0.3 1.2
C 10.5476 14.4336 6.0608 0.0 -0.1 -0.5
N 14.2903 13.9986 5.7747 -1.2 -0.4 -0.4
O 15.1815 14.7460 5.4837 0.5 0.1 0.1
O 14.4264 12.8300 6.1329 0.0 0.5 0.1
H 9.3184 16.0003 5.2688 0.0 0.0 -0.1
H 11.3400 17.1700 4.2211 -0.3 0.0 -0.2
H 13.5702 16.1662 4.5263 -0.2 0.3 -0.4
H 11.9304 13.0225 6.8197 0.3 -0.2 -0.2
H 9.6887 13.9726 6.5258 0.1 -0.3 0.2


4.
50
Properties=species:S:1:pos:R:3:forces:R:3 method="wB97M-V/def2-TZVPD" energy_ha=-1653.93313 smiles="CC(C)=O.CC(C)=O.CC(C)=O.CC(C)=O.CCPCl"
C 0.9980 1.2010 5.1289 0.1 0.1 0.0
C 1.4057 1.2036 3.6755 0.0 0.0 0.0
C 1.2775 -0.1003 2.9286 0.1 0.2 -0.1
O 1.8100 2.2064 3.1321 0.0 0.0 0.0
H 1.1332 2.1937 5.5511 0.0 0.0 0.0
H -0.0483 0.9045 5.2216 0.0 -0.1 0.0
H 1.6018 0.4818 5.6851 0.0 0.0 0.0
H 0.2383 -0.4346 2.9353 0.0 -0.1 0.0
H 1.8904 -0.8727 3.3941 -0.1 0.0 0.1
H 1.6043 0.0374 1.9008 0.0 0.0 0.0
C 0.5999 2.9237 -1.2277 0.0 -0.1 -0.1
C -0.3586 1.7880 -0.9683 0.0 0.0 0.0
C -0.9828 1.7303 0.4016 -0.1 -0.2 0.0
O -0.6185 0.9680 -1.8206 0.0 0.0 0.0
H 0.9793 2.8589 -2.2448 0.0 0.0 0.0
H 0.0927 3.8798 -1.0860 0.0 0.0 0.1
H 1.4310 2.8767 -0.5217 0.0 0.1 0.1
H -1.5607 2.6370 0.5923 0.1 0.0 0.1
H -0.2072 1.6389 1.1640 0.0 0.2 0.0
H -1.6447 0.8683 0.4587 0.0 0.0 0.0
C -4.4056 2.8122 -1.7130 0.1 -0.1 0.2
C -4.5242 4.0011 -0.7906 0.0 0.0 0.0
C -5.0485 5.2814 -1.3951 0.0 0.0 0.1
O -4.2133 3.9307 0.3755 0.0 0.0 0.0
H -4.0182 1.9619 -1.1563 0.0 0.0 0.0
H -5.3844 2.5587 -2.1233 0.0 0.0 -0.1
H -3.7292 3.0426 -2.5378 -0.1 0.0 -0.1
H -6.0481 5.1206 -1.8025 0.0 0.0 -0.1
H -4.4000 5.6016 -2.2125 0.0 0.0 0.0
H -5.0863 6.0581 -0.6353 0.0 0.0 0.0
C -1.0811 -5.0451 -2.8376 0.1 -0.1 0.0
C -0.3074 -3.7734 -2.5795 0.0 0.1 0.0
C -1.0043 -2.4755 -2.9023 0.1 0.0 0.0
O 0.8153 -3.7953 -2.1320 0.0 -0.1 0.0
H -0.4757 -5.9062 -2.5648 0.0 0.0 0.0
H -2.0019 -5.0469 -2.2517 0.0 0.0 0.0
H -1.3531 -5.1098 -3.8926 -0.1 0.0 0.0
H -1.9247 -2.3917 -2.3215 0.0 0.0 0.0
H -1.2714 -2.4487 -3.9607 -0.1 0.0 0.0
H -0.3590 -1.6326 -2.6689 0.0 0.0 0.0
C 5.7786 -3.5030 0.9832 -0.2 0.1 -0.1
C 4.6251 -2.4886 0.7803 0.3 -0.5 0.0
P 3.1867 -3.1476 -0.1908 0.0 0.2 -0.3
Cl 1.6432 -3.0209 1.1955 0.0 -0.1 0.1
H 6.7222 -3.0903 0.6289 0.0 0.0 0.1
H 5.8866 -3.7607 2.0354 0.0 0.0 0.0
H 5.6110 -4.4338 0.4409 0.0 0.0 0.0
H 4.9897 -1.6504 0.1880 -0.1 0.2 0.1
H 4.2868 -2.1149 1.7450 -0.1 0.1 -0.1
H 3.4499 -4.5239 -0.0047 0.0 0.0 0.2


5.
52
Properties=species:S:1:pos:R:3:forces:R:3 method="wB97M-V/def2-TZVPD" charge=+2 energy_ha=-1123.36253 spin_multiplicity=3
C 2.1931 -0.8045 3.6203 -0.2 0.3 0.5
C 0.9470 -1.5789 4.0279 0.2 -0.1 -1.0
N 0.0172 -1.7170 2.8638 0.4 0.7 1.1
C -1.1809 -1.0782 2.7024 0.0 0.5 0.5
C -1.7373 -1.5687 1.5813 -0.6 -0.1 -0.4
N -0.8887 -2.5284 1.1079 -0.4 0.0 -1.4
C 0.1786 -2.5341 1.8513 1.1 -1.1 0.3
C -1.0349 -3.3266 -0.1076 -0.4 0.0 -0.5
H 2.9305 -0.8155 4.4226 -0.1 -0.2 0.0
H 1.9546 0.2484 3.4584 0.0 -0.1 -0.3
H 2.6503 -1.2563 2.7427 0.0 0.1 -0.1
H 0.3615 -1.0970 4.8008 0.1 -0.1 0.3
H 1.2203 -2.5953 4.3027 -0.2 0.0 0.3
H -1.5247 -0.3283 3.3916 0.0 0.0 0.1
H -2.6300 -1.3043 1.0470 -0.2 -0.1 0.1
H 1.0426 -3.1508 1.6673 0.0 -0.1 0.1
H -0.8318 -2.7104 -0.9817 0.2 0.0 0.1
H -2.0431 -3.7290 -0.1835 0.0 0.1 0.2
H -0.3544 -4.1697 -0.0661 0.1 0.1 0.0
Pd -5.7722 0.9098 0.4542 0.4 0.1 0.0
C -2.1129 3.2465 0.5742 0.3 0.7 -0.9
C -2.6117 1.8173 0.6410 1.1 -0.3 1.4
O -3.8472 1.6363 0.1458 -1.0 0.0 -0.6
H -1.0220 3.2664 0.6018 -0.1 -0.1 0.3
H -2.5233 3.8518 1.3794 0.0 -0.1 0.1
H -2.3553 3.7496 -0.3681 -0.2 -0.3 0.1
H -2.4813 1.4401 1.6729 -0.4 -0.1 -0.1
H -1.9121 1.1434 0.0829 -0.3 0.2 -0.4
C -1.7361 -0.2159 -4.0589 -1.2 -1.2 -1.7
O -2.2596 -0.6638 -5.0800 0.7 0.6 1.1
N -0.8452 0.7782 -4.0137 0.2 0.3 0.3
C -0.4762 1.3484 -2.7479 0.0 0.3 0.3
C -0.3772 1.4091 -5.2380 0.6 -0.2 0.0
H -1.9967 -0.6672 -3.0866 0.1 0.2 0.3
H -0.9591 2.3232 -2.6025 0.0 0.0 0.0
H 0.6005 1.4880 -2.6464 0.0 -0.1 -0.2
H -0.7713 0.6761 -1.9443 0.0 -0.1 0.0
H 0.0665 2.3739 -4.9998 -0.3 0.1 0.0
H 0.4328 0.8181 -5.6808 -0.2 -0.1 0.0
H -1.1774 1.5053 -5.9619 -0.1 0.0 0.0
C 2.1240 -0.8433 -0.7180 0.1 0.2 0.1
O 0.9651 -0.8918 -1.0917 -0.6 -0.4 0.2
N 2.6680 0.2087 -0.0839 0.1 -0.7 0.2
C 4.0532 0.2293 0.2844 1.0 0.2 0.1
C 1.8699 1.2924 0.3967 -0.1 0.9 -0.3
H 2.8231 -1.6788 -0.8472 0.1 0.0 -0.2
H 4.5768 1.0610 -0.1973 -0.1 0.0 0.0
H 4.5659 -0.6852 -0.0111 -0.2 0.0 -0.1
H 4.2011 0.3464 1.3638 -0.2 0.0 0.0
H 2.1612 2.2326 -0.0877 0.0 -0.1 0.1
H 0.8263 1.1176 0.1521 -0.1 -0.1 0.1
H 2.0327 1.4216 1.4676 -0.2 0.0 0.1


6.
56
Properties=species:S:1:pos:R:3:forces:R:3 method="wB97M-V/def2-TZVPD" charge=+1 energy_ha=-2732.02765 spin_multiplicity=2
Ti -0.1277 -0.1176 -0.3379 0.1 0.6 0.1
B 0.3484 -2.4329 1.8295 -0.1 -0.1 0.0
N -0.9558 -2.6401 0.9757 0.3 0.2 -0.3
C -1.8362 -3.6273 0.9902 -0.1 -0.1 0.1
C -2.8806 -3.3309 0.1142 0.0 -0.1 0.1
C -2.5376 -2.1095 -0.4142 0.0 0.3 -0.1
N -1.3651 -1.6847 0.1016 -0.2 -0.4 0.3
N 1.5548 -2.2293 0.8513 -0.3 0.2 -0.2
C 2.6793 -2.9143 0.7457 0.1 -0.1 0.0
C 3.4977 -2.3198 -0.2174 0.0 -0.1 0.1
C 2.7576 -1.2543 -0.6701 -0.1 0.3 -0.1
N 1.5720 -1.1891 -0.0301 0.4 -0.5 0.2
H 0.5407 -3.4248 2.4726 0.0 0.0 0.0
H 0.2103 -1.4282 2.4786 0.0 0.0 0.0
H -1.6775 -4.4734 1.6369 0.0 0.0 0.0
H -3.7505 -3.9245 -0.0972 0.0 0.0 0.0
H -3.0711 -1.4996 -1.1286 0.0 0.0 0.0
H 2.8394 -3.7781 1.3684 0.0 0.0 0.0
H 4.4816 -2.6251 -0.5221 0.0 0.0 0.0
H 3.0028 -0.5120 -1.4145 0.0 0.0 0.0
N -0.0390 -1.1382 -2.7759 -0.3 0.2 0.2
C 0.7047 -2.3502 -2.8690 0.2 0.1 -0.1
N 1.8412 -2.2243 -3.5736 -0.1 0.0 0.1
S 0.2080 -3.7228 -2.1381 0.0 0.0 0.0
H 0.1702 -0.4737 -3.5147 0.0 0.0 -0.1
H -1.0290 -1.3626 -2.8013 0.0 -0.1 0.0
H 2.0909 -1.3898 -4.0760 0.0 0.0 0.0
H 2.4394 -3.0292 -3.6538 0.0 0.0 0.0
C 0.6350 4.3186 0.1973 0.0 0.1 -0.1
Si 1.0975 2.5203 0.1437 0.0 0.0 0.1
C 2.8944 2.3073 0.5636 0.1 -0.1 0.0
C 0.8212 1.9996 -1.6787 0.0 -0.4 -0.1
C 0.0615 1.3224 1.1158 0.0 -0.1 -0.1
Si -1.7476 1.6779 1.3865 0.0 0.0 0.0
C -2.4566 1.5242 -0.3817 0.1 -0.2 -0.2
C -2.5452 0.4231 2.5022 0.0 0.0 0.1
C -2.1485 3.3748 2.0307 -0.1 0.0 0.1
H 1.3606 4.8878 -0.3885 0.0 0.0 0.0
H 0.6522 4.7017 1.2177 0.0 0.0 0.0
H -0.3522 4.5149 -0.2195 0.0 0.0 0.0
H 3.5366 2.7828 -0.1797 0.0 0.0 0.0
H 3.1719 1.2550 0.6466 0.0 0.0 0.0
H 3.1077 2.7744 1.5267 0.0 0.0 0.0
H 1.6725 2.3003 -2.2931 0.0 0.2 0.0
H -0.0891 2.4383 -2.0918 0.1 0.1 0.0
H 0.7682 0.9167 -1.9045 0.2 0.2 -0.2
H 0.5830 1.0230 2.0289 0.0 -0.1 0.0
H -1.9252 0.8285 -1.0685 -0.2 0.0 -0.1
H -2.4096 2.4766 -0.9132 -0.1 0.0 0.0
H -3.4840 1.1597 -0.3872 0.0 0.1 0.0
H -2.5931 -0.5764 2.0722 0.0 0.0 0.0
H -3.5624 0.7380 2.7443 0.0 0.0 0.0
H -1.9920 0.3489 3.4403 0.0 0.0 0.0
H -1.8310 4.1829 1.3786 0.0 0.0 -0.1
H -1.6686 3.5205 3.0003 0.0 0.0 0.0
H -3.2263 3.4641 2.1809 0.0 0.0 0.0